Record 1
Here is 2 unconnected molecules or ions with the total composition C5H13NO in a non-equilibrium geometry from the OMol25 dataset. Energies are from ωB97M-V with the def2-TZVPD basis set.

```
20
C5H13NO | the OMol25 dataset | ωB97M-V with the def2-TZVPD basis set
H -2.69949 -0.17221 -1.27841
O -2.00943 3.12461 -1.60562
C 0.88451 -1.21784 1.32912
C -1.18019 -0.63945 -0.07156
H 1.58351 0.26701 -1.15918
C 0.13083 -0.77261 0.10293
H 1.68195 -0.22872 3.14214
H -1.88266 -1.19621 0.52767
H 1.61309 -1.46829 -1.47330
H 0.21603 -0.60200 -1.89766
H -1.51406 3.92230 -1.44253
H 1.51889 -2.13079 1.25312
N -1.86019 0.18049 -1.04721
H -1.37092 0.19429 -1.92152
H 0.05891 -1.57848 2.03792
H 2.78929 -0.27530 1.65470
H -1.97157 2.63013 -0.70537
C 1.00365 -0.65570 -1.12186
C 1.76096 -0.13114 1.97574
H 1.24688 0.74990 1.70088
```

Output
SMILES: CC/C(C)=C/N.O
Largest force on an atom: 4.207 eV Å⁻¹
Total energy: -8931.6275 eV
Net charge: 0
Kohn-Sham gap: 9.004 eV

Record 2
Here is a molecular structure, C11H8AuF6IN2O7S3 in a non-equilibrium geometry from the OMol25 dataset. Energies are from ωB97M-V with the def2-TZVPD basis set.

```
39
C11H8AuF6IN2O7S3 | the OMol25 dataset | ωB97M-V with the def2-TZVPD basis set
O 0.89180 -1.23680 4.13220
O -1.99290 0.40530 -1.03320
N 0.61570 -2.20530 -2.49650
H 0.84710 -1.22180 -2.47530
O 2.03660 -0.21910 -0.02470
H -1.24020 -4.34080 -1.37900
C -0.15630 -4.23270 -1.35470
C -4.05300 4.51140 0.06180
C -2.79330 2.44980 -0.11250
C -1.66140 4.59090 -0.01430
H 0.77450 -2.72780 -3.34670
F -1.64680 -2.38750 1.79730
H -2.89150 6.32300 0.10950
C -2.88550 0.92710 -0.27270
C -4.00310 3.12550 -0.02050
O 0.04660 -0.15140 2.12820
S 0.02020 2.55980 -0.18070
C -1.59400 3.18440 -0.10450
H 0.22790 -4.66090 -0.43120
C 3.47770 -2.39480 -0.09970
O -0.03560 -2.13620 -0.34180
S 0.65120 -1.31880 2.73620
F -0.03540 -3.80050 1.96970
F 3.65080 -1.95630 -1.35190
O -3.83670 0.37330 0.23260
C -2.87000 5.24500 0.05590
F -1.05000 -3.10240 3.72580
S 2.75090 -1.01690 0.98010
H -0.72820 5.13160 -0.00430
F 4.64000 -2.84030 0.34690
F 2.63810 -3.43250 -0.17750
O 3.85120 -0.34880 1.57480
N 1.86150 -1.89370 1.90140
H -4.91460 2.54660 -0.01190
H -5.00850 5.01050 0.13930
C 0.16990 -2.76600 -1.38420
C -0.59600 -2.72990 2.53270
Au -0.09880 0.14320 -0.24340
I 0.62050 -5.37760 -2.97470
```

Output
Largest force on an atom: 1.357 eV Å⁻¹
⟨S²⟩: 2.03
Spin multiplicity: 3
Total energy: -89450.2881 eV
Net charge: 0
Kohn-Sham gap (alpha / beta): 8.984 / 6.408 eV

Record 3
Here is a molecular structure, C43H58N5O4PRbS3Si3 in a non-equilibrium geometry from the OMol25 dataset. Energies are from ωB97M-V with the def2-TZVPD basis set.

```
118
C43H58N5O4PRbS3Si3 | the OMol25 dataset | ωB97M-V with the def2-TZVPD basis set
C 13.34038 8.23496 15.26722
H 13.03687 13.45982 7.01605
C 13.50116 6.96564 17.31418
H 15.93263 16.74389 19.84348
H 10.38039 15.08196 11.53334
S 16.52326 19.52063 15.09449
H 17.18721 15.34836 12.84626
C 12.12816 7.63535 14.96120
H 14.09254 11.82029 18.72762
C 11.47971 12.35620 9.73994
H 13.28362 5.61806 11.08273
C 15.96618 18.64362 18.79083
H 10.68180 13.07838 9.56396
H 15.89396 14.61419 13.73648
H 10.50020 9.40776 16.24557
C 8.04759 11.43686 13.89764
H 16.03494 12.07633 12.56026
O 15.87404 12.62175 15.64022
C 14.03468 7.95033 16.45674
H 16.79669 14.82127 18.73749
H 16.66857 12.13958 10.81666
H 18.12770 8.27830 12.23331
C 16.24117 8.92388 12.99728
C 13.63196 7.36675 12.26133
C 17.60888 8.87168 12.96286
C 11.31694 12.39150 17.31825
S 15.66509 11.30688 16.25456
C 12.67467 9.37431 11.53887
H 16.70127 19.28369 20.75308
H 14.42281 11.06287 10.16821
C 14.38514 11.79936 9.23233
Si 15.48807 14.32954 11.36215
C 12.39793 7.42217 10.23919
C 16.79362 15.20301 17.70280
H 8.33649 12.22911 11.93320
C 9.89962 12.74782 13.33512
H 17.66489 14.98367 17.21408
H 14.12770 6.52762 18.11067
C 16.46446 12.70696 11.72252
C 13.08794 11.87722 19.13287
C 11.76633 10.23269 17.79902
C 8.46709 11.39062 15.19705
H 11.06194 16.73431 13.66832
H 7.06985 11.02962 13.55884
H 18.25555 10.85904 15.65422
C 13.35149 8.68290 12.51883
C 13.14073 6.70889 11.15525
H 12.94937 17.66996 9.98829
O 14.22937 11.05872 16.18038
C 16.39478 14.97270 9.76005
H 15.05369 8.37779 16.67453
C 16.09530 15.33130 12.89959
N 16.21012 19.33969 17.76476
C 10.77063 10.19428 16.93565
H 16.86308 16.88722 15.75021
H 12.42167 17.82892 13.40902
C 15.81051 19.43287 20.09923
N 12.04051 11.53734 18.12912
H 13.85876 11.33996 8.38362
H 15.68085 20.47483 19.96703
C 12.33480 6.31834 16.97801
H 10.58214 6.28826 15.65110
C 13.07222 14.10592 7.93164
C 16.02624 17.24133 18.84682
H 15.68774 16.33986 13.18414
H 15.97877 15.92230 9.45838
H 14.53126 17.32282 10.67498
N 16.74624 17.37287 16.62911
C 13.48111 17.39827 10.92492
H 10.54121 16.64550 10.80890
C 8.73083 12.16145 12.94768
H 12.25226 14.72837 7.83316
H 11.93328 5.61016 17.68189
H 11.44473 11.62452 8.92220
Rb 13.38234 13.17307 14.35272
O 16.37202 10.98390 17.52160
C 18.35481 9.58088 13.89631
H 12.32752 9.44420 18.25983
H 13.36170 18.28757 11.55010
C 12.22110 8.79755 10.38988
H 16.24517 14.32294 8.87994
H 12.18119 16.80112 14.90059
C 16.51392 16.64007 17.70263
P 13.70623 9.62455 14.07737
C 12.14112 16.87264 13.77962
S 11.35012 14.02604 17.44465
C 9.78499 11.83072 15.46463
H 13.88681 14.83762 7.67957
O 12.88594 15.81386 13.15425
H 12.87182 12.88916 19.53941
H 11.04327 15.16154 9.94899
C 17.73211 10.26182 14.88892
C 15.56864 9.58446 14.06562
H 14.06273 6.80602 13.10193
H 12.87520 11.04877 19.85065
H 15.04869 19.01928 20.70119
C 16.33387 10.19996 15.01495
C 11.60102 6.69014 15.80755
H 16.00731 14.67191 17.14633
H 19.43907 9.52055 13.89516
H 10.45066 13.41928 12.65900
H 11.96602 6.92696 9.37735
H 11.52712 7.97405 14.06759
N 10.45536 12.51399 14.52673
H 11.27458 11.92967 10.71980
C 11.03681 15.69635 10.86766
H 17.45534 15.09166 9.87062
H 15.77026 8.43878 12.14547
H 7.91300 10.89625 15.94333
H 17.48050 13.01684 12.13905
C 13.66567 14.12021 11.07414
N 10.43785 11.55736 16.65621
H 12.47042 10.42761 11.68588
H 11.79634 9.38709 9.65588
C 16.47211 18.73739 16.54535
H 15.39070 12.23052 9.11702
Si 12.75479 15.66416 11.49214
Si 13.21413 13.20667 9.57841
```

Output
Largest force on an atom: 3.496 eV Å⁻¹
Total energy: -127261.0028 eV
Net charge: -1
Kohn-Sham gap: 6.088 eV

Taking the records one at a time from the top gives relative energy (zero: lowest compared OMol25 entry of this formula, charge and spin) values of 230.0 20.6 103.5 kJ/mol.